Here is the molecule C4H7NO in a non-equilibrium geometry from the OMol25 dataset. Energies are from ωB97M-V/def2-TZVPD.

Atoms and positions in Å:
C (-0.28003, 1.63511, 0.41937)
C (-0.43720, 0.23726, -0.13127)
O (-1.14038, 0.23544, -1.32999)
C (0.80489, -0.60715, -0.28375)
C (0.68771, -1.76971, 0.52580)
N (0.40083, -2.01647, -0.67172)
H (0.30315, 2.27760, -0.24296)
H (0.21961, 1.59251, 1.39018)
H (-1.26086, 2.09035, 0.54983)
H (1.75355, -0.26630, -0.67669)
H (-0.95222, -0.45898, 0.64580)
H (0.91373, -2.27025, 1.44848)
H (-1.01279, -0.67942, -1.64306)

Cartesian forces, eV/Å:
0.059 -0.080 0.006
-0.142 -0.726 1.381
-0.280 -0.306 -0.499
-0.115 0.847 0.078
1.266 -1.334 -0.434
0.102 -0.399 0.588
0.004 -0.117 -0.064
-0.044 0.042 -0.051
-0.004 -0.005 0.020
-0.025 0.249 -0.074
-0.180 1.633 -0.839
-0.277 -0.230 0.200
-0.362 0.425 -0.312

E in eV: -7796.40807
Total charge: 0
Relative energy (zero: lowest compared OMol25 entry of this formula, charge and spin) in eV: 3.236
Structure (SMILES): C[C@@H](O)[C@H]1C=N1